C4H7NS in the gas phase at a distorted geometry. Source: the Open Molecules 2025 dataset; level of theory: ωB97M-V/def2-TZVPD.

## Properties
Gap between HOMO and LUMO (eV): 8.8
HOMO (eV): -8.1
DFT total energy (eV): -16584.0511
Relative energy (zero: lowest compared OMol25 entry of this formula, charge and spin) (kcal/mol): 66.4
LUMO (eV): 0.72

Geometry (Å):
1 C 0.57 -1.63 -1.83
2 N 0.78 -0.49 -1.08
3 C 0.52 -0.09 -0.02
4 S -0.56 -1.10 1.60
5 C 0.17 0.54 1.20
6 C -0.75 1.70 1.06
7 H -0.53 -1.45 -2.06
8 H 0.54 -2.58 -1.26
9 H 1.04 -1.76 -2.79
10 H 1.02 0.65 1.94
11 H -1.54 1.57 0.32
12 H -0.10 2.68 0.78
13 H -1.17 1.96 2.16

Here are the Löwdin charges for atoms 1 to 6, given in e: number 1, C, carries -0.102; number 2, N, carries 0.040; number 3, C, carries -0.276; number 4, S, carries 0.538; number 5, C, carries -0.783; number 6, C, carries -0.148

***

C4H7NS as an isolated structure at a distorted geometry. Source: the Open Molecules 2025 dataset; level of theory: ωB97M-V/def2-TZVPD.

## Properties
Gap between HOMO and LUMO (eV): 9.6
HOMO (eV): -8.7
DFT total energy (eV): -16583.7250
Relative energy (zero: lowest compared OMol25 entry of this formula, charge and spin) (kcal/mol): 73.9
LUMO (eV): 0.85

Geometry (Å):
1 C 0.11 -0.41 0.14
2 C 1.41 -1.18 0.27
3 C 1.10 1.21 0.32
4 C -2.02 0.06 -0.46
5 N -1.03 -0.77 -0.16
6 S 2.44 0.15 -0.38
7 H 1.70 -1.25 1.34
8 H 1.37 -2.06 -0.37
9 H 0.68 1.96 -0.30
10 H 1.36 1.38 1.30
11 H -1.94 1.05 -0.37
12 H -2.81 -0.12 0.17
13 H -2.37 -0.03 -1.51

Here are the Löwdin charges for atoms 1 to 6, given in e: number 1, C, carries -0.282; number 2, C, carries -0.451; number 3, C, carries -0.294; number 4, C, carries -0.168; number 5, N, carries 0.020; number 6, S, carries 0.771

***

C4H7NS in the gas phase at a distorted geometry. Source: the Open Molecules 2025 dataset; level of theory: ωB97M-V/def2-TZVPD.

## Properties
Gap between HOMO and LUMO (eV): 8.5
HOMO (eV): -9.0
DFT total energy (eV): -16584.2354
Relative energy (zero: lowest compared OMol25 entry of this formula, charge and spin) (kcal/mol): 62.2
LUMO (eV): -0.52

Geometry (Å):
1 C -1.51 1.04 -0.06
2 C -0.80 -0.19 -0.20
3 S -1.38 -1.76 -0.01
4 C 0.61 0.06 -0.42
5 C 1.55 -0.38 0.61
6 N 1.53 -1.12 -0.66
7 H -2.57 0.91 0.03
8 H -1.40 1.85 -0.94
9 H -1.19 1.51 0.90
10 H 1.00 0.99 -0.90
11 H 0.90 -0.89 1.36
12 H 2.50 -0.03 0.92
13 H 0.76 -1.99 -0.62

Here are the Löwdin charges for atoms 1 to 6, given in e: number 1, C, carries -0.140; number 2, C, carries -0.763; number 3, S, carries 0.749; number 4, C, carries -0.409; number 5, C, carries -0.170; number 6, N, carries -0.011

***

A 2-piece molecular cluster, C4H7NS overall at a distorted geometry. Source: the Open Molecules 2025 dataset; level of theory: ωB97M-V/def2-TZVPD.

## Properties
Gap between HOMO and LUMO (eV): 7.7
HOMO (eV): -7.7
DFT total energy (eV): -16582.3541
Relative energy (zero: lowest compared OMol25 entry of this formula, charge and spin) (kcal/mol): 105.6
LUMO (eV): 0.02

Geometry (Å):
1 C 0.93 -0.02 3.56
2 C -0.06 -0.53 -2.06
3 C 0.75 0.61 1.23
4 C -1.41 0.04 -2.52
5 N 0.92 0.52 2.42
6 S 0.16 -1.32 -0.67
7 H 1.48 -0.96 3.67
8 H 0.34 0.43 4.36
9 H 0.61 -0.47 -2.84
10 H 1.31 1.30 0.55
11 H -2.07 -0.16 -1.71
12 H -1.88 -0.47 -3.29
13 H -1.09 1.03 -2.71

Here are the Löwdin charges for atoms 1 to 6, given in e: number 1, C, carries -0.046; number 2, C, carries -0.686; number 3, C, carries -0.062; number 4, C, carries -0.143; number 5, N, carries -0.140; number 6, S, carries 0.698

***

C4H7NS in the gas phase at a distorted geometry. Source: the Open Molecules 2025 dataset; level of theory: ωB97M-V/def2-TZVPD.

## Properties
Gap between HOMO and LUMO (alpha / beta) (eV): 8.5 / 8.5
HOMO (alpha / beta) (eV): -8.4 / -8.4
DFT total energy (eV): -16582.5328
Relative energy (zero: lowest compared OMol25 entry of this formula, charge and spin) (kcal/mol): 101.4
LUMO (alpha / beta) (eV): 0.08 / 0.08

Geometry (Å):
1 C -1.20 0.21 1.46
2 C -1.06 -0.96 0.37
3 N -0.45 -0.72 -0.87
4 C 0.87 0.11 -0.78
5 C 1.84 0.65 -1.68
6 S 1.98 0.96 0.18
7 H -0.33 0.17 2.11
8 H -1.32 1.10 0.96
9 H -2.17 -0.14 1.87
10 H -1.99 -1.28 -0.06
11 H -0.42 -1.74 0.98
12 H 2.64 0.09 -2.20
13 H 1.61 1.56 -2.35

Here are the Löwdin charges for atoms 1 to 6, given in e: number 1, C, carries -0.089; number 2, C, carries -0.379; number 3, N, carries 0.009; number 4, C, carries -0.630; number 5, C, carries -0.343; number 6, S, carries 0.876

***

A 2-piece molecular cluster, C4H7NS overall at a distorted geometry. Source: the Open Molecules 2025 dataset; level of theory: ωB97M-V/def2-TZVPD.

## Properties
Gap between HOMO and LUMO (alpha / beta) (eV): 8.2 / 8.2
HOMO (alpha / beta) (eV): -8.3 / -8.3
DFT total energy (eV): -16582.5287
Relative energy (zero: lowest compared OMol25 entry of this formula, charge and spin) (kcal/mol): 101.5
LUMO (alpha / beta) (eV): -0.06 / -0.06

Geometry (Å):
1 C 2.20 -2.93 0.39
2 N 1.27 -2.16 -0.06
3 S -0.28 -1.71 0.35
4 H 3.23 -2.86 0.14
5 H 2.02 -3.68 1.17
6 H 1.77 -1.61 -0.80
7 C -1.23 2.98 1.25
8 C -1.21 2.44 0.19
9 C -1.58 1.68 -1.02
10 H -1.23 3.33 2.22
11 H -1.66 0.65 -0.55
12 H -0.83 1.86 -1.88
13 H -2.47 2.01 -1.40

Here are the Löwdin charges for atoms 1 to 6, given in e: number 1, C, carries -0.047; number 2, N, carries -0.626; number 3, S, carries 0.485; number 4, H, carries 0.066; number 5, H, carries 0.087; number 6, H, carries 0.111

***

A 2-piece molecular cluster, C4H7NS overall at a distorted geometry. Source: the Open Molecules 2025 dataset; level of theory: ωB97M-V/def2-TZVPD.

## Properties
Gap between HOMO and LUMO (eV): 8.7
HOMO (eV): -7.8
DFT total energy (eV): -16582.3522
Relative energy (zero: lowest compared OMol25 entry of this formula, charge and spin) (kcal/mol): 105.6
LUMO (eV): 0.82

Geometry (Å):
1 C -1.93 0.79 -0.16
2 C -1.11 0.19 -1.02
3 S 0.02 -1.15 -0.89
4 N 0.01 -1.38 0.82
5 H -2.46 1.60 -0.43
6 H -2.06 0.35 0.87
7 H -1.05 0.52 -2.11
8 H 0.31 -0.45 1.11
9 H 0.76 -1.96 1.16
10 C 2.36 0.49 0.29
11 C 2.21 0.25 -0.84
12 H 2.22 0.64 1.30
13 H 2.38 0.06 -1.84

Here are the Löwdin charges for atoms 1 to 6, given in e: number 1, C, carries -0.062; number 2, C, carries -0.513; number 3, S, carries 0.825; number 4, N, carries -0.299; number 5, H, carries 0.001; number 6, H, carries 0.075

***

C4H7NS2 in the gas phase at a distorted geometry. Source: the Open Molecules 2025 dataset; level of theory: ωB97M-V/def2-TZVPD.

## Properties
Gap between HOMO and LUMO (eV): 8.4
HOMO (eV): -7.6
DFT total energy (eV): -27419.6303
Relative energy (zero: lowest compared OMol25 entry of this formula, charge and spin) (kcal/mol): 51.1
LUMO (eV): 0.79

Geometry (Å):
1 N 1.18 -0.85 0.98
2 C 1.13 -1.21 -0.44
3 C 0.09 -0.07 -1.00
4 S -1.49 -0.64 -0.60
5 C -2.17 0.90 0.28
6 C -1.17 1.86 0.46
7 S 0.28 1.61 -0.51
8 H 1.90 -0.05 1.13
9 H 1.62 -1.60 1.43
10 H 0.43 -2.10 -0.72
11 H 2.18 -1.41 -0.96
12 H 0.12 0.09 -2.16
13 H -2.95 0.74 0.96
14 H -1.15 2.73 1.15

Here are the Löwdin charges for atoms 1 to 6, given in e: number 1, N, carries -0.057; number 2, C, carries -0.345; number 3, C, carries -0.987; number 4, S, carries 0.843; number 5, C, carries -0.366; number 6, C, carries -0.480

***

C4H7NS2 in the gas phase at a distorted geometry. Source: the Open Molecules 2025 dataset; level of theory: ωB97M-V/def2-TZVPD.

## Properties
Gap between HOMO and LUMO (eV): 8.4
HOMO (eV): -8.9
DFT total energy (eV): -27419.9465
Relative energy (zero: lowest compared OMol25 entry of this formula, charge and spin) (kcal/mol): 43.8
LUMO (eV): -0.49

Geometry (Å):
1 S -2.47 -0.13 -0.11
2 C -1.12 0.40 0.62
3 C 0.23 0.02 0.22
4 S 1.13 1.55 -0.33
5 C 0.40 -1.06 -0.87
6 N 1.68 -1.42 -0.25
7 C 1.26 -0.85 1.02
8 H -1.14 1.11 1.46
9 H 1.42 1.73 0.97
10 H -0.45 -1.81 -0.83
11 H 0.56 -0.70 -1.88
12 H 1.93 -2.36 -0.31
13 H 0.74 -1.54 1.71
14 H 2.00 -0.32 1.57

Here are the Löwdin charges for atoms 1 to 6, given in e: number 1, S, carries 0.727; number 2, C, carries -0.677; number 3, C, carries -0.799; number 4, S, carries 0.807; number 5, C, carries -0.246; number 6, N, carries -0.048

***

C4H7NS2 in the gas phase at a distorted geometry. Source: the Open Molecules 2025 dataset; level of theory: ωB97M-V/def2-TZVPD.

## Properties
Gap between HOMO and LUMO (eV): 8.6
HOMO (eV): -8.4
DFT total energy (eV): -27420.4232
Relative energy (zero: lowest compared OMol25 entry of this formula, charge and spin) (kcal/mol): 32.8
LUMO (eV): 0.23

Geometry (Å):
1 C 1.32 0.46 -2.46
2 C 0.80 -0.29 -1.48
3 C -0.05 0.40 -0.35
4 S -0.60 1.95 -0.46
5 N -0.31 -0.35 0.74
6 C -1.09 0.07 1.93
7 S 0.27 -1.98 0.95
8 H 1.19 1.56 -2.50
9 H 1.91 -0.06 -3.28
10 H 1.04 -1.37 -1.40
11 H -1.65 -0.79 2.36
12 H -0.41 0.49 2.68
13 H -1.82 0.83 1.62
14 H 1.34 -1.58 1.67

Here are the Löwdin charges for atoms 1 to 6, given in e: number 1, C, carries -0.023; number 2, C, carries -0.205; number 3, C, carries -0.832; number 4, S, carries 0.667; number 5, N, carries -0.546; number 6, C, carries -0.158

***

What is the relative energy (zero: lowest compared OMol25 entry of this formula, charge and spin) in the seventh record? 105.6 kcal/mol